# 1
DFT (the ωB97M-V functional and the def2-TZVPD basis) results for C4H3NOS in the gas phase in a non-equilibrium geometry.

Structure (XYZ):
```
10
Properties=species:S:1:pos:R:3:mulliken_charge:R:1
C 1.007 -1.029 0.150 -0.652
C -0.244 -1.448 0.593 -0.083
C 1.168 0.262 -0.325 0.485
C -0.761 0.975 -0.248 0.155
N -1.023 2.129 -0.465 -0.454
O 1.982 0.989 -0.769 -0.440
S -1.641 -0.522 0.392 -0.113
H 1.881 -1.590 0.179 0.398
H -0.320 -2.313 1.122 0.433
H -2.048 2.547 -0.629 0.272
```

For the largest force on an atom, the calculation gives 0.1008 hartree/bohr. The energy is -682.29957 hartree. The net charge is 0. Its HOMO-LUMO gap is 7.507 eV. The energy above the lowest of the compared OMol25 structures with the same formula, charge and spin comes out at 44.64 kcal per mole.

# 2
DFT (the ωB97M-V functional and the def2-TZVPD basis) results for 2 unconnected molecules or ions with the total composition C3H8O in a non-equilibrium geometry.

Structure (XYZ):
```
12
Properties=species:S:1:pos:R:3:mulliken_charge:R:1
H 0.120 1.603 1.187 0.057
H -0.598 1.786 1.076 -0.023
C 1.171 -0.907 -0.171 -0.924
C 0.054 0.080 -0.496 -0.186
C -1.256 0.094 0.153 -0.216
O -2.015 1.043 0.129 -0.530
H 0.782 -1.802 0.324 0.317
H 1.970 -0.503 0.471 0.281
H 1.653 -1.199 -1.108 0.287
H 0.409 1.040 -0.882 0.436
H -0.773 -0.339 -1.254 0.176
H -1.517 -0.895 0.571 0.325
```

For the largest force on an atom, the calculation gives 0.0463 hartree/bohr. The energy is -194.23549 hartree. The net charge is 0. Its HOMO-LUMO gap is 10.739 eV. The energy above the lowest of the compared OMol25 structures with the same formula, charge and spin comes out at 63.04 kcal per mole.

# 3
DFT (the ωB97M-V functional and the def2-TZVPD basis) results for a molecular structure, C3H4LiNaO3 in a non-equilibrium geometry.

Structure (XYZ):
```
12
Properties=species:S:1:pos:R:3:mulliken_charge:R:1
O 0.216 0.716 1.934 -0.573
C -0.051 1.926 1.833 0.348
C 0.515 2.755 0.823 -0.638
H -0.934 -1.252 -1.537 0.206
H -0.577 2.422 2.667 0.326
H 1.036 2.300 -0.021 0.268
H 0.444 3.840 0.903 0.296
Li 0.841 -0.851 1.086 0.993
O 0.476 -2.007 -0.266 -0.790
C -0.235 -2.095 -1.288 0.203
O -0.242 -3.073 -2.069 -0.590
Na -1.490 -4.680 -4.064 0.951
```

For the largest force on an atom, the calculation gives 0.0265 hartree/bohr. The energy is -512.08924 hartree. Its expectation value of S² is 0.763. The multiplicity is 2. The net charge is +1. Its HOMO-LUMO gap (spin up / spin down) is 8.037 / 7.028 eV. The energy above the lowest of the compared OMol25 structures with the same formula, charge and spin comes out at 1.35 kcal per mole.

# 4
DFT (the ωB97M-V functional and the def2-TZVPD basis) results for 2 unconnected molecules or ions with the total composition C5H11NS in a non-equilibrium geometry.

Structure (XYZ):
```
18
Properties=species:S:1:pos:R:3:mulliken_charge:R:1
C 1.731 0.930 0.677 0.049
C 0.208 -1.968 0.651 -1.413
C 0.009 -0.582 -1.479 -1.646
C -2.037 1.697 0.077 -0.805
C -0.090 -0.555 0.069 0.549
N 2.705 0.307 1.091 -0.437
S -1.614 0.022 0.690 -0.077
H 1.305 1.875 0.396 0.256
H -0.623 -2.559 0.288 0.469
H 0.141 -1.894 1.805 0.298
H 1.007 -2.327 0.010 0.369
H -0.847 -1.066 -1.820 0.455
H 1.014 -0.971 -1.764 0.416
H -0.006 0.279 -2.003 0.441
H -2.474 1.700 -0.984 0.249
H -1.185 2.384 0.256 0.208
H -2.792 1.944 0.717 0.387
H 3.546 0.785 1.323 0.230
```

For the largest force on an atom, the calculation gives 0.0876 hartree/bohr. The energy is -649.87777 hartree. The net charge is 0. Its HOMO-LUMO gap (spin up / spin down) is 7.700 / 7.699 eV. The energy above the lowest of the compared OMol25 structures with the same formula, charge and spin comes out at 101.19 kcal per mole.

# 5
DFT (the ωB97M-V functional and the def2-TZVPD basis) results for C4H6INO in the gas phase in a non-equilibrium geometry.

Structure (XYZ):
```
13
Properties=species:S:1:pos:R:3:mulliken_charge:R:1
C -0.200 1.273 -0.485 -1.055
C -0.477 0.083 0.423 0.233
I -2.253 0.397 1.632 0.078
C -0.100 -1.217 0.030 -0.842
C 0.631 -0.638 1.215 0.089
N 1.964 -0.362 0.926 -0.090
O 2.808 -0.350 1.785 -0.378
H 0.694 1.926 -0.232 0.294
H -1.146 1.629 -0.950 0.397
H 0.202 0.808 -1.434 0.298
H 0.563 -1.412 -0.856 0.310
H -0.584 -2.128 0.335 0.303
H 0.444 -1.045 2.331 0.363
```

For the largest force on an atom, the calculation gives 0.0736 hartree/bohr. The energy is -583.55238 hartree. The net charge is 0. Its HOMO-LUMO gap is 8.598 eV. The energy above the lowest of the compared OMol25 structures with the same formula, charge and spin comes out at 104.89 kcal per mole.

# 6
DFT (the ωB97M-V functional and the def2-TZVPD basis) results for a molecular structure, CH10BrN2Tc in a non-equilibrium geometry.

Structure (XYZ):
```
15
Properties=species:S:1:pos:R:3:mulliken_charge:R:1
C 1.885 1.566 0.609 -0.908
Tc -0.725 0.039 0.498 0.640
N -1.643 -1.822 0.346 -0.760
N -0.197 0.139 -1.641 -0.746
H -2.658 -1.582 0.546 0.376
H 1.710 0.456 0.562 0.243
H 2.270 1.681 1.651 0.348
H 0.812 2.029 0.573 0.197
H 2.482 1.807 -0.283 0.314
H -1.084 0.324 -2.135 0.379
H 0.170 -0.706 -2.101 0.300
H 0.430 0.873 -1.979 0.287
H -1.631 -2.258 -0.588 0.308
H -1.358 -2.512 1.016 0.314
Br -0.463 -0.035 2.926 -0.291
```

For the largest force on an atom, the calculation gives 0.0502 hartree/bohr. The energy is -2808.14683 hartree. Its expectation value of S² is 3.763. The multiplicity is 4. The net charge is +1. Its HOMO-LUMO gap (spin up / spin down) is 8.545 / 7.240 eV. The energy above the lowest of the compared OMol25 structures with the same formula, charge and spin comes out at 11.42 kcal per mole.